Record 1
Formula: C8H66ClN2O31P
Source: the OMol25 dataset
Level of theory: ωB97M-V/def2-TZVPD

```
109
Properties=species:S:1:pos:R:3:forces:R:3:mulliken_charge:R:1
O -2.3892 2.1804 -1.8550 -1.51 -0.04 1.57 -0.3780
P -3.9413 1.6444 -1.4704 -0.14 -0.39 -1.40 0.2454
Cl -4.8243 3.0277 -0.0984 0.84 -0.45 0.01 -0.3125
C -3.8116 0.0768 -0.4184 0.72 0.43 0.70 0.4565
C -5.0880 -0.4764 0.0888 0.96 -0.57 0.22 0.3258
N -5.1681 -1.5842 0.8573 1.70 1.90 -1.44 -0.5267
C -3.9228 -2.1233 1.1262 0.52 -1.28 0.88 0.1604
C -3.8692 -3.3285 2.0112 1.46 -0.05 -0.10 -0.6020
C -2.6428 -3.9855 2.3886 -0.69 2.40 -1.94 -0.4912
C -1.3790 -3.4357 1.8315 -1.81 1.93 -1.19 -0.3540
C -1.4197 -2.2554 0.9452 -0.34 -2.10 2.01 -0.4642
C -2.6791 -1.5632 0.5865 1.57 -1.82 1.00 0.5503
N -2.5807 -0.4426 -0.2151 -3.28 -0.52 0.85 -0.4168
H -2.2696 3.0771 -1.4842 0.24 -0.46 -0.17 0.2703
H -6.0409 0.0394 -0.1738 0.93 -0.43 0.16 -0.1700
H -4.8308 -3.7397 2.4050 0.86 0.63 -0.52 0.3522
H -2.7066 -4.8757 3.0453 0.34 0.77 -0.54 0.4152
H -0.4053 -3.9162 2.0573 -0.88 0.36 -0.20 0.4455
H -0.4230 -1.8977 0.5817 -1.40 -0.15 0.23 0.3729
O 0.6853 -1.5075 -1.0738 0.31 0.02 -0.41 -0.5655
H 0.1168 -0.9896 -1.6580 -0.04 -0.02 0.11 0.2700
H 1.5810 -1.2830 -1.3586 -0.07 0.15 0.04 0.2556
O 2.9439 0.6160 -1.2296 -0.10 0.06 0.34 -0.6661
H 2.3031 1.0447 -0.6483 -0.03 -0.13 -0.02 0.3456
H 3.4819 1.3476 -1.5639 0.20 0.03 -0.32 0.2974
O -3.4745 6.1409 1.3884 -0.08 -0.03 -0.16 -0.5978
H -4.0465 6.8916 1.1788 0.23 0.15 -0.05 0.3241
H -3.7928 5.4361 0.8134 0.01 -0.01 0.11 0.2649
O 0.1640 -6.2195 2.2749 0.23 0.16 0.18 -0.5976
H 0.2323 -6.9191 2.9384 0.06 0.07 -0.04 0.3191
H 0.3742 -6.6640 1.4427 -0.06 0.20 -0.10 0.3355
O -7.8713 3.0264 -1.4893 0.02 -0.08 -0.07 -0.5978
H -7.6075 3.5946 -2.2220 -0.06 -0.06 0.04 0.3109
H -7.0350 2.7606 -1.0866 -0.10 0.12 -0.03 0.3179
O 4.6427 -1.4566 0.0934 -0.20 -0.16 -0.02 -0.6995
H 4.0697 -0.7098 -0.1385 0.11 0.17 -0.45 0.3391
H 4.3363 -2.1805 -0.4647 0.03 0.05 0.05 0.3353
O 3.3097 -0.7146 2.4363 -0.19 0.21 0.03 -0.6487
H 3.4161 -1.3791 3.1303 0.10 -0.02 0.01 0.3344
H 3.4878 -1.1939 1.6141 0.26 -0.05 0.23 0.3821
O 4.9768 2.6089 -2.4527 -0.01 -0.26 0.24 -0.6132
H 5.2760 3.1862 -3.1638 0.05 0.21 -0.13 0.3179
H 5.7948 2.3332 -2.0237 -0.04 0.09 -0.02 0.2752
O 6.4068 5.0794 -4.0199 -0.63 -0.11 -0.37 -0.5750
H 6.3893 6.0346 -4.1537 0.04 -0.09 -0.15 0.3726
H 7.3381 4.8800 -3.8916 -0.17 -0.28 0.12 0.2729
O -0.0046 6.1746 1.6873 -0.02 0.08 -0.09 -0.6493
H -0.7800 6.1768 1.1122 -0.06 0.01 0.17 0.3228
H -0.2509 6.7647 2.4078 -0.02 -0.09 -0.05 0.3193
O 4.7555 1.9613 3.1431 0.03 0.35 -0.28 -0.6635
H 4.1587 2.6838 2.9165 -0.01 -0.08 0.09 0.3163
H 4.3957 1.1986 2.6704 -0.13 -0.40 0.14 0.3480
O -4.3018 9.2020 0.4403 -0.16 0.18 0.24 -0.6294
H -4.9289 9.6327 1.0323 0.03 -0.09 -0.03 0.3138
H -3.7790 9.9315 0.0810 0.11 -0.24 -0.24 0.3183
O -10.8442 1.8825 -2.9168 0.06 -0.05 0.01 -0.6155
H -10.0971 1.2772 -2.8488 -0.02 0.10 0.02 0.3122
H -10.6840 2.5278 -2.2187 0.02 -0.06 -0.05 0.3021
O -2.4694 -4.6819 -0.9709 -0.15 0.16 -0.51 -0.6613
H -3.1007 -4.2452 -0.3840 0.09 -0.12 0.11 0.3075
H -1.9448 -3.9530 -1.3262 0.17 -0.04 0.30 0.2851
O -2.8031 10.5115 -1.8901 0.02 0.19 -0.07 -0.6245
H -3.3814 11.0268 -2.4642 -0.02 -0.09 0.06 0.3128
H -1.9150 10.7324 -2.1929 -0.03 -0.07 0.10 0.3123
O 4.0590 -2.6638 4.6685 0.06 0.09 0.16 -0.6621
H 4.8135 -3.2598 4.7361 -0.07 0.03 -0.13 0.3154
H 4.2459 -1.9742 5.3170 -0.05 -0.04 -0.04 0.3275
O 7.6043 2.5440 3.3494 0.27 0.39 -0.40 -0.6396
H 6.7737 2.4860 2.8559 -0.24 -0.29 0.33 0.3458
H 7.4257 3.2042 4.0277 0.01 -0.12 0.00 0.3128
O -13.5885 0.5410 -4.4420 0.05 0.02 -0.10 -0.6335
H -12.6911 0.2602 -4.2308 -0.07 0.11 0.08 0.3194
H -13.5170 1.4981 -4.5247 0.03 -0.08 0.07 0.3109
O -8.2837 -1.0534 0.6265 0.22 0.21 -0.12 -0.6699
H -8.3330 -0.1041 0.4675 -0.16 -0.08 0.06 0.3014
H -7.3373 -1.2324 0.7207 -0.18 -0.28 0.20 0.4722
O -1.5441 -8.2712 2.1375 -0.45 -0.34 -0.11 -0.6032
H -2.0094 -7.4530 2.3438 0.22 0.05 -0.08 0.3225
H -2.0841 -8.6845 1.4541 0.07 -0.05 0.08 0.2902
O 1.0608 -6.4797 -0.6350 0.08 -0.32 -0.16 -0.6036
H 0.4814 -5.9755 -1.2178 -0.08 -0.04 0.17 0.2251
H 1.9563 -6.2547 -0.9405 -0.20 0.22 0.19 0.3795
O 2.9874 -4.8009 -1.6541 0.24 0.40 -0.23 -0.6682
H 2.4152 -4.2914 -2.2412 -0.03 -0.04 0.09 0.3131
H 3.8796 -4.5929 -1.9551 -0.02 -0.21 0.02 0.3001
O 3.9429 6.2812 -3.3340 -0.06 -0.12 0.23 -0.6605
H 4.4771 5.4746 -3.3113 0.07 0.15 -0.08 0.3471
H 3.5514 6.3278 -2.4548 -0.02 0.05 -0.11 0.3074
O 8.0757 4.3953 -2.0688 0.03 0.33 -0.46 -0.6427
H 7.9277 5.2250 -1.6012 -0.16 -0.29 0.18 0.2608
H 8.1959 3.7498 -1.3573 0.23 0.22 0.19 0.3586
O 1.0305 -6.9751 4.9544 0.18 0.03 0.18 -0.6766
H 1.9290 -7.2540 5.1722 -0.04 -0.02 -0.07 0.3466
H 1.1002 -6.0171 4.8585 -0.08 -0.06 -0.05 0.3073
O 1.9747 -9.1125 7.0113 -0.04 0.07 -0.26 -0.6572
H 2.0210 -9.8433 6.3843 0.00 0.01 0.11 0.3263
H 1.2354 -8.5778 6.6940 -0.04 -0.03 0.10 0.3300
O 8.7545 3.3360 0.1806 0.22 -0.42 0.69 -0.6362
H 9.2962 2.5395 0.2211 0.01 0.04 0.01 0.2933
H 8.5020 3.4930 1.1017 -0.10 -0.09 0.00 0.3088
O 8.3448 6.9782 -3.8439 0.06 0.38 0.27 -0.6572
H 8.2015 7.8113 -3.3790 0.07 0.01 -0.15 0.3314
H 8.4663 6.3354 -3.1358 0.27 -0.03 -0.11 0.3176
O 1.6856 -8.8282 -2.3558 -0.09 0.03 -0.03 -0.6366
H 0.9182 -8.8410 -2.9374 0.09 -0.05 0.04 0.2912
H 1.4305 -8.2248 -1.6418 -0.06 0.00 -0.01 0.3928
O -2.6626 -3.2908 -3.7448 -0.05 -0.10 0.03 -0.6051
H -3.0804 -3.6862 -4.5177 0.06 0.08 0.03 0.3052
H -2.9088 -3.8772 -3.0178 -0.09 -0.09 -0.02 0.3770
```
Positions in Å, forces in eV/Å.

calculated total energy = -3587.90505 a.u.
highest occupied orbital energy = -9.17 eV
E_LUMO = -0.04683 Eh
Kohn-Sham gap = 7.9 eV
maximum force = 0.0666 Eh/bohr


Record 2
Formula: C8H6AlAuCl2N2O3
Source: the OMol25 dataset
Level of theory: ωB97M-V/def2-TZVPD

```
23
Properties=species:S:1:pos:R:3:forces:R:3:nbo_charge:R:1
Al 1.7766 4.4319 -2.2945 2.32 -1.45 -1.04 1.5368
Au 1.5742 1.4049 0.2118 0.12 0.84 -0.60 0.6892
Cl 2.9866 2.6455 -2.5841 0.04 1.41 -0.36 -0.4814
Cl 0.6466 3.3175 -0.8614 -1.76 1.05 0.78 -0.4760
C 1.7695 -0.2168 1.1560 0.54 -4.18 1.99 0.5086
C 2.6667 5.2613 -4.4260 2.89 2.90 -1.92 0.5244
C 2.4538 6.3512 -1.4580 4.19 3.46 1.09 0.5033
O 1.7817 -1.2617 1.6440 0.05 3.49 -1.48 -0.3435
O 3.4152 5.8449 -5.0828 -3.48 -2.89 2.72 -0.2536
O 3.2272 7.1610 -1.1669 -4.24 -3.93 -1.33 -0.1826
N -1.6897 -1.5753 3.1509 0.13 -0.83 -1.13 -0.4422
C -1.6039 -2.2266 1.9756 0.49 1.94 2.49 0.3182
C -2.4954 -3.2581 1.6230 0.28 -0.19 0.43 -0.0194
C -2.4325 -3.8185 0.3497 0.00 -0.06 0.77 -0.0137
C -1.4555 -3.3855 -0.5344 -2.02 0.00 0.22 -0.1177
C -0.6707 -2.3007 -0.1122 1.07 -0.37 -0.87 0.1310
N -0.8016 -1.6631 1.0545 -1.05 -1.15 -2.17 -0.0776
H -1.2350 -0.6584 3.2534 -0.14 -0.48 0.40 0.4658
H -2.1903 -2.0205 3.9230 -0.04 0.41 0.25 0.4788
H -3.1690 -3.5264 2.4203 -0.69 -0.31 -0.15 0.3044
H -3.1301 -4.6056 0.1620 -0.18 -0.74 -0.51 0.3173
H -1.4742 -3.8470 -1.5221 0.75 0.43 -0.05 0.3293
H 0.0497 -2.0541 -0.8820 0.73 0.63 0.46 0.3007
```
Positions in Å, forces in eV/Å.

calculated total energy = -1940.45473 a.u.
expectation value of S² = 2.034
highest occupied orbital energy (spin up / spin down) = -22.71 / -22.71 eV
E_LUMO (spin up / spin down) = -0.52062 / -0.68411 Eh
charge = +4
Kohn-Sham gap (spin up / spin down) = 8.5 / 4.1 eV
maximum force = 0.1154 Eh/bohr
2S+1 = 3


Record 3
Formula: C8H6AsF6O10V
Source: the OMol25 dataset
Level of theory: ωB97M-V/def2-TZVPD

```
32
Properties=species:S:1:pos:R:3:forces:R:3:mulliken_charge:R:1
O -21.9224 -17.2228 9.3297 -0.65 2.01 -0.35 -0.7336
V -22.1964 -15.6106 9.0943 -0.20 -3.23 1.54 1.2918
O -20.9731 -15.2222 8.1448 -0.09 0.74 -0.17 -0.7848
C -22.4692 -14.7462 11.5681 0.85 2.71 0.83 1.1191
O -23.4185 -15.3210 10.9325 -0.89 -0.21 -0.56 -0.7327
O -21.3019 -14.8649 11.0189 0.68 -1.19 -2.31 -0.6740
O -22.5456 -13.9339 12.5486 -1.05 -1.43 0.32 -0.8586
C -24.5694 -15.0061 6.9676 -1.12 0.19 -0.92 0.6613
O -23.8841 -15.6947 7.8576 1.43 0.37 0.95 -0.6467
O -25.2769 -15.6639 6.1233 0.40 -0.01 0.41 -0.8818
O -24.5992 -13.7142 6.9687 0.47 -0.55 0.89 -0.8066
As -22.0579 -11.1957 9.1370 1.52 -0.86 0.83 2.0559
F -22.4753 -12.8534 8.7732 0.33 1.03 0.28 -0.3864
F -20.4236 -11.3844 8.4155 -0.80 -0.01 0.53 -0.5377
F -21.5711 -9.5157 9.5547 -0.38 -0.08 -0.39 -0.5900
F -23.6328 -10.9100 9.8092 0.05 0.27 -0.20 -0.4997
F -21.4431 -11.6172 10.7291 -0.24 0.14 -0.97 -0.4921
F -22.5685 -10.6706 7.5636 -0.29 0.24 0.05 -0.4838
C -20.2961 -13.3189 5.3391 -0.75 0.57 -0.21 -0.6700
C -21.6427 -13.1439 5.6836 0.77 -0.39 -0.20 0.3790
C -22.5300 -12.5212 4.7986 -1.60 -0.41 -0.43 -0.0165
C -22.0731 -11.9987 3.5909 0.41 0.26 0.72 -0.8046
C -20.7216 -12.1121 3.2975 0.21 0.31 -0.40 -0.4966
C -19.8428 -12.7515 4.1489 -0.13 0.07 0.23 1.1072
O -18.4691 -12.7182 3.8620 0.32 -0.42 0.01 -0.5805
O -23.8779 -12.5073 4.9842 1.88 1.35 -0.70 -0.5626
H -19.6431 -13.8556 6.0128 0.04 0.11 0.12 0.4353
H -21.9885 -13.5127 6.6391 -0.12 -0.13 0.00 0.0968
H -22.7512 -11.3452 3.0562 0.00 -0.29 -0.40 0.2841
H -20.3179 -11.6458 2.3982 0.02 0.07 -0.08 0.1151
H -18.3544 -12.1099 3.1287 -0.10 0.02 -0.01 0.2392
H -24.0561 -12.7830 5.9291 -0.96 -1.25 0.60 0.4545
```
Positions in Å, forces in eV/Å.

calculated total energy = -4839.80562 a.u.
highest occupied orbital energy = 4.32 eV
E_LUMO = 0.29197 Eh
charge = -4
Kohn-Sham gap = 3.6 eV
maximum force = 0.0698 Eh/bohr


Record 4
Formula: C8H6BiBr2Cl2O6Se4
Source: the OMol25 dataset
Level of theory: ωB97M-V/def2-TZVPD

```
29
Properties=species:S:1:pos:R:3:forces:R:3:nbo_charge:R:1
Bi -0.5885 1.8403 0.5730 -0.25 0.00 0.17 1.5158
Br 0.0250 1.5521 3.9879 -0.69 -0.33 0.39 0.0623
C -1.5899 0.5894 4.5872 0.32 0.47 -0.09 -0.5246
Br -1.3184 -1.3018 4.6607 0.01 -0.14 0.04 0.0422
H -2.4040 0.7821 3.8863 0.32 0.02 0.15 0.2378
H -1.8249 0.9421 5.5875 0.08 -0.04 -0.16 0.2204
O 3.8643 1.9750 0.0129 1.29 0.56 -0.42 -0.8296
Cl 2.6328 1.4304 0.4055 -0.02 0.12 0.10 2.6005
O 2.7515 0.0479 0.6936 0.47 -1.10 0.28 -0.8583
O 2.1081 2.1217 1.5426 -0.08 0.49 1.04 -0.8805
O 1.6657 1.5973 -0.6616 -0.58 0.02 -0.99 -0.8961
Cl 2.1973 -3.6047 -3.5654 0.22 -0.28 -0.16 -0.0301
C 1.2286 -2.4087 -2.7688 -0.02 0.10 0.20 -0.1094
C 0.4192 -1.5716 -3.5399 0.01 0.05 0.20 -0.1929
C -0.3466 -0.6145 -2.9276 0.05 -0.03 -0.11 -0.2225
C -0.3128 -0.4344 -1.5318 -0.06 -0.15 0.30 0.4155
O -1.0742 0.4985 -1.0286 0.61 -0.40 -0.07 -0.8346
C 0.4982 -1.3046 -0.7570 -0.10 0.10 -0.72 -0.2743
C 0.5624 -1.2234 0.6768 -0.21 -0.17 0.47 0.4733
O -0.0575 -0.4428 1.3968 0.31 -0.34 -0.23 -0.6365
C 1.2717 -2.2838 -1.4035 -0.19 0.22 -0.05 -0.1415
H 0.4180 -1.6655 -4.6149 -0.02 -0.09 -0.10 0.2192
H -0.9806 0.0459 -3.5005 -0.02 0.08 -0.01 0.2234
H 1.1986 -1.9806 1.1581 0.00 -0.05 0.01 0.1388
H 1.9083 -2.9270 -0.8140 0.07 -0.07 0.05 0.2206
Se -1.4840 3.4373 -1.3212 -0.65 0.80 -0.66 -0.4483
Se -3.8277 2.9827 -1.4513 0.34 0.16 0.11 -0.0477
Se -3.9510 0.8156 -0.6935 -0.29 0.01 0.12 0.0299
Se -2.9895 1.1052 1.4108 -0.92 0.02 0.13 -0.4730
```
Positions in Å, forces in eV/Å.

calculated total energy = -16648.54940 a.u.
highest occupied orbital energy = -4.89 eV
E_LUMO = 0.08423 Eh
charge = -1
Kohn-Sham gap = 7.2 eV
maximum force = 0.0286 Eh/bohr
energy relative to the best compared isomer or geometry (same formula, charge and spin) = 15.8 kcal/mol